[1]
Density functional theory data (wB97M-V/def2-TZVPD) for a cluster of 8 separate species, C17H50N9O12 in total at a distorted geometry.

## Properties
E_tot: -2073.1972 Eh

Structure (ORCA input):
```
! wB97M-V def2-TZVPD RIJCOSX def2/J DEFGRID3
* xyz -1 1
O 5.0465 -3.6024 3.8766
O -4.0279 3.1732 -1.6889
O -1.3317 -5.2789 -4.1351
O -0.0684 4.6269 5.6598
O 0.2686 0.0902 1.3576
O -0.2891 0.4061 -0.6558
O -0.5637 -0.9897 8.3368
O -3.9241 -1.7393 -7.6378
O 2.6078 4.6230 2.4473
O -1.6153 -3.4702 2.7783
O 1.7063 -0.0147 -0.1424
O 6.2330 0.9065 -3.9926
N -2.0321 -1.6802 6.8113
N 4.1920 -1.6242 3.2291
N 5.3121 0.3613 -1.9626
N 4.0063 1.0605 -3.5266
N -2.0684 -3.2190 -5.7667
N -0.1928 -0.9208 6.1802
N 0.5827 0.1231 0.1792
N 0.0051 4.6514 3.0061
N 4.3313 -3.2676 1.7870
C -0.4624 -6.2262 -3.7427
C -1.3234 5.0505 3.5133
C 0.3974 5.3399 1.7739
C -4.3007 -2.6377 -6.6459
C -0.6059 -4.1605 2.0722
C -3.3174 -2.5239 -5.4709
C -0.9118 -3.0428 -4.8444
C 4.5753 -2.9117 2.9982
C -4.0732 3.3996 -3.0818
C -0.2999 4.3131 6.9919
C -0.8870 -1.2613 7.1835
C -3.3290 -2.2685 -8.7362
C 4.0114 4.6161 2.1366
C -1.0658 -3.9750 -3.6160
C 5.2854 0.8076 -3.2391
C -1.3044 4.6255 4.9784
C 1.7733 4.8012 1.3073
H -3.0573 -1.4705 -5.3666
H -1.0014 -3.9834 1.0720
H -0.5459 -0.9742 5.2354
H 0.6554 -0.4125 6.3858
H 4.4668 0.0853 -1.4837
H 3.7290 1.4356 -4.4224
H -0.2576 5.3040 0.9034
H -0.8095 -5.2188 2.2357
H -3.8222 2.5426 -3.7068
H -1.7012 3.6104 4.9635
H 3.3866 0.8067 -2.7705
H 4.4871 4.3632 3.0841
H 4.4938 5.3510 1.4922
H 0.5145 -5.7544 -3.8488
H 4.3769 -1.3097 4.1709
H -2.8366 -1.6160 7.4185
H -0.0628 -3.4590 -5.3868
H 3.4829 -1.1529 2.6858
H 4.1355 3.7137 1.5378
H -0.2364 -3.8284 -2.9242
H 0.3951 -3.7310 2.0322
H -1.3724 -2.5427 2.7286
H -0.5353 -6.4936 -2.6885
H 6.2025 0.2142 -1.5091
H 3.7353 -2.6709 1.2313
H -0.5843 -7.1485 -4.3108
H 0.5287 4.1956 7.6903
H -1.5412 6.1173 3.4622
H -3.4782 -1.7817 -9.7000
H -2.2432 -2.1795 -8.7021
H -1.9153 -3.7134 -2.9850
H -5.1478 3.5366 -3.2024
H -3.1736 2.7591 -1.5465
H 0.4324 6.3495 2.1832
H -5.2813 -2.3721 -6.2509
H -0.9424 4.8959 7.6519
H -2.0203 5.2904 5.4615
H -3.6253 4.3286 -3.4346
H -0.0585 3.6723 2.7665
H 1.6292 3.8797 0.7433
H -4.3539 -3.6441 -7.0611
H -2.2675 -4.1937 -5.5927
H 4.7201 -4.1600 1.5177
H -3.5737 -3.3056 -8.9655
H -0.7620 3.3280 7.0557
H -2.1625 4.6477 2.9461
H 2.2195 5.5561 0.6598
H -2.2531 -2.0931 5.9164
H -3.6555 -2.9173 -4.5123
H -0.6528 -2.0177 -4.5794
*
```

[2]
Density functional theory data (wB97M-V/def2-TZVPD) for a cluster of 2 separate species, C6H11N4 in total at a distorted geometry.

## Properties
Energy relative to the best compared isomer or geometry (same formula, charge and spin): 285.8 kJ/mol

Structure (ORCA input):
```
! wB97M-V def2-TZVPD RIJCOSX def2/J DEFGRID3
* xyz 1 1
N -2.8010 1.0184 -2.0518
N 1.9492 -0.7738 1.9524
N 1.0978 -0.9829 3.0992
N 1.5925 0.0298 -0.2146
C -1.8618 0.7129 -1.4029
C -3.8166 1.4852 -2.8725
C -0.2178 -0.3755 1.3799
C -0.2191 -0.7864 2.6622
C 2.9148 -0.3083 -0.8524
C 1.1268 -0.4092 0.9305
H -3.3855 1.7835 -3.7694
H -4.6188 0.7266 -2.7176
H 2.9164 -1.4756 -0.7247
H -1.1221 -0.8812 3.3001
H -0.9405 -0.1107 0.6982
H 2.7485 -1.3300 1.6960
H 1.2428 -1.6722 3.7960
H -4.2118 2.3307 -2.2832
H 3.6050 0.2313 -0.2253
H 0.9373 0.6933 -0.5593
H 3.0639 0.0942 -1.8409
*
```